Record 1
Below is the ion C5H11N2 with charge +1 in a non-equilibrium geometry, with properties calculated with ωB97M-V/def2-TZVPD.

Output
- E_LUMO (spin up / spin down) (eV) = -4.55 / -5.92
- highest occupied orbital energy (spin up / spin down) (Eh) = -0.4913 / -0.4876
- HOMO-LUMO gap (spin up / spin down) (eV) = 8.8 / 7.3
- ΔE to the lowest compared entry with this formula, charge and spin (kJ/mol) = 679.0
- total charge = +1

Element x y z (Å)
N -1.44 1.11 0.10
N 2.14 -0.48 -0.18
C 3.44 -0.18 0.27
C -2.74 -1.15 0.05
C -0.46 0.10 0.49
C -1.58 -0.24 -0.41
C 1.00 0.32 -0.04
H 4.12 -0.02 -0.62
H 3.57 0.74 0.87
H 0.55 0.26 -1.01
H -3.67 -0.65 -0.38
H -1.60 -0.19 -1.54
H -2.70 -1.08 1.13
H -1.14 1.91 -0.54
H -2.56 -2.13 -0.20
H -1.97 1.47 0.89
H 3.72 -1.06 0.65
H 1.34 1.30 0.45


Record 2
Below is a structure of composition C56H62F3GeN5O4Rb in a non-equilibrium geometry, with properties calculated with ωB97M-V/def2-TZVPD.

Output
- E_LUMO (spin up / spin down) (eV) = 1.64 / 0.69
- highest occupied orbital energy (spin up / spin down) (Eh) = -0.1820 / -0.1819
- HOMO-LUMO gap (spin up / spin down) (eV) = 6.6 / 5.6
- ΔE to the lowest compared entry with this formula, charge and spin (kJ/mol) = 119.9
- total charge = -1

Element x y z (Å)
Rb -1.05 0.41 0.78
Ge 5.15 -0.70 0.70
F -4.06 8.04 -0.90
F -5.83 6.89 -0.43
F -5.15 7.02 -2.48
O 2.86 -1.47 -0.12
O -2.74 0.39 5.73
O 0.95 -0.37 -0.47
O 0.65 4.29 -1.82
N -2.28 3.49 -0.55
N -3.79 -0.36 2.42
N -1.56 0.60 3.76
N 0.39 3.40 -1.17
N 0.16 2.60 2.63
C 1.85 1.91 4.17
C -3.70 -0.46 3.75
C 6.32 -3.75 -2.77
C 3.51 -2.74 4.69
C -5.81 -1.65 2.47
C -1.84 -0.53 -5.28
C -4.82 -0.94 1.81
C 6.98 -0.03 1.25
C -0.97 -3.09 -0.69
C -2.40 -0.89 -2.89
C -2.27 -3.30 -1.49
C 8.05 -0.91 1.37
C -2.88 -1.99 -1.98
C -6.11 1.22 -3.19
C -2.58 0.23 4.49
C -5.74 1.32 -0.72
C -3.52 5.34 0.30
C 6.53 -1.60 -1.72
C 3.04 0.79 -0.77
C 1.10 3.28 1.97
C -4.47 -0.32 -2.10
C 5.12 -3.28 -0.74
C -2.64 3.84 -1.78
C 2.81 2.61 3.47
C 4.54 -1.51 2.40
C 5.10 -2.69 2.89
C 5.46 -4.15 -1.76
C -2.70 4.23 0.47
C -3.88 5.69 -0.99
C 7.20 1.31 1.59
C -0.53 0.64 -3.49
C 4.59 -3.31 4.02
C -3.44 4.94 -2.06
C 6.86 -2.47 -2.75
C 2.96 -1.56 4.23
C 9.50 0.85 2.15
C -6.92 -0.64 -1.73
C -5.80 0.38 -1.94
C -3.40 0.09 -2.88
C -1.24 -0.68 -3.86
C 8.44 1.75 2.03
C -3.26 -3.97 -0.53
C -0.17 -1.77 -3.98
C -4.12 -1.61 -1.55
C 2.43 3.33 2.35
C 3.47 -0.96 3.09
C -2.05 -4.30 -2.64
C -0.55 1.27 4.55
C 5.65 -1.99 -0.71
C 4.26 0.99 0.13
C 2.20 -0.45 -0.40
C -4.74 6.91 -1.21
C 9.30 -0.48 1.81
C -5.71 -1.77 3.85
C -4.65 -1.16 4.50
C 0.52 1.93 3.73
H 10.47 1.19 2.49
H 2.11 -1.11 4.74
H 2.11 1.35 5.05
H 0.25 -2.04 -3.01
H 5.03 -4.23 4.38
H -7.89 -0.14 -1.71
H -1.01 2.05 5.17
H -4.19 -4.24 -1.03
H -1.23 -2.74 0.31
H 5.95 -3.13 2.37
H -1.13 -4.11 -3.18
H -2.38 3.91 1.45
H -2.28 3.20 -2.58
H -4.53 -1.20 5.57
H 0.20 0.89 -4.27
H -5.43 2.08 -3.25
H -0.56 -2.65 -4.47
H 3.36 0.62 -1.80
H 7.91 -1.95 1.09
H -1.03 -0.45 -6.01
H 3.10 -3.23 5.57
H -2.80 -4.88 -0.14
H -5.99 0.63 -4.09
H -0.01 0.53 -2.54
H -3.36 1.01 -3.44
H -3.87 5.91 1.15
H -3.70 5.19 -3.08
H 8.59 2.79 2.29
H -6.69 1.86 -0.62
H 6.96 -0.61 -1.70
H 10.11 -1.19 1.90
H -4.76 -2.18 -0.91
H -6.63 -2.09 1.92
H -1.98 -5.31 -2.23
H -3.48 -3.33 0.33
H -4.94 2.05 -0.84
H -6.92 -1.37 -2.54
H 0.64 -1.38 -4.59
H 3.00 -0.05 2.72
H -1.23 1.46 -3.39
H 2.39 1.67 -0.76
H -0.30 -2.35 -1.12
H 0.75 3.81 1.11
H 4.42 -3.57 0.03
H 6.58 -4.43 -3.58
H -6.46 -2.31 4.41
H -2.46 -1.39 -5.53
H -4.86 -0.81 0.73
H -2.46 0.37 -5.37
H -0.44 -4.04 -0.59
H 6.39 2.02 1.51
H -0.08 0.57 5.26
H -2.89 -4.27 -3.34
H 5.04 -5.15 -1.78
H 7.53 -2.15 -3.54
H -7.13 1.60 -3.14
H -6.80 -1.17 -0.79
H 3.85 2.60 3.79
H 3.97 1.51 1.05
H -5.55 0.77 0.20
H 5.00 1.62 -0.37
H 3.14 3.90 1.77


Record 3
Below is a structure of composition C29H29FN5O5SV in a non-equilibrium geometry, with properties calculated with ωB97M-V/def2-TZVPD.

Output
- E_LUMO (spin up / spin down) (eV) = -3.32 / -3.32
- highest occupied orbital energy (spin up / spin down) (Eh) = -0.3193 / -0.3011
- spin multiplicity = 2
- HOMO-LUMO gap (spin up / spin down) (eV) = 5.4 / 4.9
- total charge = +1

Element x y z (Å)
V -0.07 0.02 0.05
S 3.13 0.08 0.05
F -2.76 -5.94 -1.49
O 0.58 0.00 1.74
O -0.50 1.22 -1.30
O -2.07 2.35 -2.42
O -1.58 0.26 1.29
O -0.92 -1.40 -0.95
N -6.68 -8.01 -3.47
N 1.77 -0.19 -0.76
N -4.54 -0.88 -2.73
N -0.68 -0.64 1.77
N -5.34 -5.66 -2.67
C 4.30 -1.16 -0.52
C -6.53 -7.65 -2.01
C 4.30 1.52 -2.01
C 6.54 -1.98 -0.62
C 5.65 -1.01 -0.21
C -5.26 -6.85 -1.85
C 4.93 3.83 -1.75
C -3.71 0.16 -2.53
C 3.89 1.51 -0.68
C 3.98 2.65 0.11
C 4.51 3.81 -0.43
C -6.71 -6.78 -4.33
C 4.82 2.68 -2.54
C -6.66 0.49 -2.78
C -5.45 -5.99 -4.08
C -2.49 0.08 -1.95
C -4.11 -2.17 -2.42
C -7.06 -0.91 -2.45
C 3.84 -2.26 -1.21
C 4.75 -3.23 -1.62
C 6.09 -3.09 -1.33
C -3.22 -4.70 -1.77
C -4.48 -4.56 -2.37
C -2.43 -3.63 -1.49
C -4.91 -3.29 -2.68
C -2.01 -1.20 -1.52
C -1.66 1.35 -1.88
C -5.85 -0.66 -3.30
C -2.86 -2.34 -1.82
H -7.51 -8.58 -3.62
H -6.82 -7.09 -5.36
H -4.39 -7.49 -2.10
H -7.59 -6.21 -4.02
H -4.57 -6.57 -4.43
H -5.92 -0.89 -4.36
H -5.88 -8.58 -3.74
H -1.47 -3.76 -1.01
H -5.90 -3.16 -3.11
H 5.33 4.74 -2.18
H -5.16 -6.58 -0.80
H -5.49 -5.08 -4.68
H 7.60 -1.87 -0.39
H 4.24 0.62 -2.61
H 4.40 -4.10 -2.17
H 6.80 -3.85 -1.65
H -7.41 -7.07 -1.74
H -6.51 -8.58 -1.43
H -6.23 1.09 -1.99
H 3.65 2.62 1.14
H -6.89 -1.25 -1.43
H 5.15 2.70 -3.57
H 2.78 -2.35 -1.42
H -4.06 1.13 -2.87
H 1.88 0.00 -1.76
H -7.24 1.05 -3.50
H 4.59 4.70 0.18
H 5.99 -0.14 0.34
H -7.94 -1.33 -2.92


Record 4
Below is a structure of composition C33H32N3O3PPbS in a non-equilibrium geometry, with properties calculated with ωB97M-V/def2-TZVPD.

Output
- E_LUMO (eV) = -6.08
- highest occupied orbital energy (Eh) = -0.4325
- HOMO-LUMO gap (eV) = 5.7
- ΔE to the lowest compared entry with this formula, charge and spin (kJ/mol) = 244.7
- total charge = +2

Element x y z (Å)
Pb -2.65 1.11 -1.09
S -3.67 0.87 1.29
P 2.45 1.31 2.15
O -0.61 2.22 0.16
O -1.42 -1.03 -1.28
O 1.24 1.16 0.86
N -0.80 -3.21 -1.30
N -4.06 0.80 -5.11
N -4.90 -0.41 -0.77
C -5.99 -2.41 0.84
C 0.04 4.44 2.15
C -2.23 -0.48 -6.01
C 1.65 -1.27 2.54
C 1.68 4.91 3.78
C -0.62 -4.46 -0.53
C 5.55 1.28 -0.45
C 4.05 1.18 1.48
C 6.62 1.04 0.42
C 1.25 -2.21 4.71
C -5.56 -1.44 -1.32
C 1.84 -1.06 5.33
C -5.18 -1.42 1.38
C 5.20 1.28 2.34
C 2.16 -0.11 3.12
C 1.80 2.82 2.65
C 1.25 -2.36 3.33
C 0.68 3.20 1.93
C 2.31 3.66 3.62
C 0.06 -3.10 -2.47
C 2.32 -0.06 4.51
C 0.50 5.29 3.14
C -1.80 1.44 -4.59
C -1.27 -2.14 -0.68
C -4.57 -0.43 0.58
C -6.15 -2.47 -0.52
C -0.85 -0.57 -6.28
C 6.46 1.20 1.79
C 0.03 0.18 -5.51
C 4.27 1.26 0.05
C -0.44 1.14 -4.64
C -2.72 0.57 -5.22
C 0.38 2.17 0.91
H -2.94 -1.11 -6.52
H -0.48 -1.18 -7.09
H -0.18 -5.25 -1.22
H -4.42 1.15 -4.23
H 1.06 -0.02 -5.55
H -4.60 0.14 -5.63
H 0.83 -3.19 2.77
H -0.12 -3.96 -3.17
H 1.90 -0.95 6.41
H -6.64 -3.32 -1.03
H -1.59 -2.30 0.40
H 7.58 0.75 0.14
H 3.23 3.34 4.12
H -1.60 -4.77 -0.13
H 7.32 1.07 2.41
H -0.04 -4.32 0.38
H -5.64 -1.57 -2.40
H 0.75 -2.93 5.36
H 4.99 1.53 3.43
H -6.32 -3.24 1.43
H 2.16 5.56 4.53
H 5.67 1.52 -1.56
H -0.14 -2.14 -3.02
H -0.78 4.73 1.49
H 2.79 0.84 4.96
H 1.53 -1.28 1.47
H -5.11 -1.34 2.46
H 3.40 1.37 -0.54
H 1.09 -3.25 -2.23
H 0.28 1.70 -4.01
H -2.21 2.33 -4.03
H -0.02 6.19 3.35


Record 5
Below is an isolated molecule of C15H22ClNO2, with properties calculated with ωB97M-V/def2-TZVPD.

Output
- E_LUMO (eV) = 0.83
- highest occupied orbital energy (Eh) = -0.3196
- HOMO-LUMO gap (eV) = 9.5
- ΔE to the lowest compared entry with this formula, charge and spin (kJ/mol) = 1.8
- total charge = 0

Element x y z (Å)
Cl 5.28 1.03 -1.59
O 1.54 -1.52 0.79
O -1.75 3.25 0.26
N -2.20 0.59 -0.64
C -2.70 -0.78 -0.62
C 1.41 -2.40 -0.31
C 4.16 0.81 -0.29
C 2.41 -0.49 0.71
C -0.71 2.29 0.25
C -1.26 0.88 0.43
C 2.38 0.43 1.77
C -3.27 1.57 -0.61
C -1.07 -2.55 0.24
C 3.32 -0.29 -0.33
C 3.22 1.51 1.78
C 0.22 -3.32 -0.04
C -1.61 -1.79 -0.97
C -2.67 2.97 -0.76
C 4.12 1.72 0.75
H -0.16 2.35 -0.69
H 3.19 2.21 2.60
H 1.26 -1.83 -1.23
H -3.95 1.37 -1.44
H -1.75 0.80 1.42
H -3.45 3.73 -0.69
H -3.83 1.52 0.34
H 1.67 0.26 2.57
H 0.45 -3.94 0.83
H -1.83 -3.25 0.58
H -0.05 2.55 1.08
H -2.18 3.04 -1.75
H -3.15 -1.03 0.36
H 3.38 -0.98 -1.15
H 2.32 -3.00 -0.41
H -2.00 -2.52 -1.69
H 0.09 -3.97 -0.91
H -0.87 -1.86 1.06
H -3.50 -0.83 -1.36
H -0.81 -1.25 -1.47
H -0.43 0.18 0.39
H 4.79 2.57 0.75


Q: Which of these has the lowest total charge?
A: C56H62F3GeN5O4Rb


Q: Which formula does entry 3 have?
A: C29H29FN5O5SV